1.
C5H28O11S | the ωB97M-V functional and the def2-TZVPD basis

Output
- SMILES: CSCCCC(=O)O.O.O.O.O.O.O.O.O.O
- Frontier orbital gap: 8.48 eV
- Spin multiplicity: 1
- Total charge: 0
- Max |F|: 1.83 eV/Å

```
45
Properties=species:S:1:pos:R:3:mulliken_charge:R:1
C -1.029 -3.060 -2.439 -0.479
S -1.996 -3.687 -1.026 -0.138
C -3.129 -2.308 -0.680 -0.995
C -2.570 -1.352 0.410 -0.224
C -2.494 0.090 -0.101 -0.747
C -1.140 0.601 -0.567 0.117
O -0.254 0.112 -1.218 -0.050
O -1.109 1.929 -0.295 -0.568
H -0.896 -1.990 -2.304 -0.179
H -0.182 -3.724 -2.535 0.328
H -1.654 -3.230 -3.319 0.387
H -4.049 -2.762 -0.289 0.415
H -3.634 -1.851 -1.538 0.471
H -3.219 -1.479 1.275 0.337
H -1.589 -1.691 0.719 0.198
H -2.701 0.867 0.640 0.413
H -3.234 0.277 -0.880 0.301
H -0.326 2.337 -0.705 0.500
O -2.074 1.352 -3.158 -0.662
H -1.327 0.853 -3.494 0.327
H -1.751 1.839 -2.401 0.429
O -1.770 0.184 4.188 -0.615
H -1.128 0.402 3.512 0.299
H -2.393 0.859 4.443 0.293
O 1.840 1.333 3.561 -0.601
H 2.433 0.723 4.015 0.336
H 1.546 1.945 4.244 0.239
O 3.089 3.261 1.284 -0.634
H 2.687 3.057 0.428 0.377
H 2.518 3.899 1.716 0.288
O 4.263 0.613 1.715 -0.663
H 3.681 1.376 1.859 0.328
H 3.751 0.089 1.082 0.445
O 1.608 1.952 -0.992 -0.647
H 2.047 1.105 -0.731 0.303
H 2.165 2.071 -1.777 0.366
O 0.370 -0.664 2.143 -0.555
H 0.894 0.124 2.358 0.343
H 0.937 -1.398 1.921 0.199
O 1.764 -0.351 -3.626 -0.663
H 1.318 -0.091 -2.803 0.262
H 1.338 -1.221 -3.672 0.346
O 2.574 -0.455 -0.197 -0.781
H 2.879 -0.902 -0.997 0.319
H 1.942 -1.038 0.234 0.232
```

2.
C3H8NOS | the ωB97M-V functional and the def2-TZVPD basis

Output
- SMILES: [NH3+][C@@H](C=O)CS
- Frontier orbital gap: 9.08 eV
- Spin multiplicity: 1
- Energy above the lowest of the compared OMol25 structures with the same formula, charge and spin: 79.5 kJ/mol
- Total charge: +1
- Max |F|: 1.28 eV/Å

```
14
Properties=species:S:1:pos:R:3:mulliken_charge:R:1
N 1.175 0.269 1.025 -0.280
C 0.221 -0.353 0.039 0.084
C -0.941 -0.927 0.826 0.056
O -0.807 -1.358 1.928 -0.423
C -0.226 0.747 -0.947 -1.057
S -1.273 0.499 -2.389 -0.120
H 0.841 0.164 1.997 0.359
H 1.223 1.297 1.030 0.372
H 2.068 -0.199 0.938 0.340
H 0.798 -1.100 -0.515 0.383
H -1.893 -0.855 0.268 0.330
H 0.704 1.169 -1.341 0.405
H -0.764 1.464 -0.317 0.402
H -1.127 -0.816 -2.543 0.148
```

3.
C35H27Br2ClN2O2SiV | the ωB97M-V functional and the def2-TZVPD basis

Output
- Frontier orbital gap (spin up / spin down): 3.13 / 6.29 eV
- Spin multiplicity: 4
- Total charge: 0
- Max |F|: 3.55 eV/Å

```
71
Properties=species:S:1:pos:R:3:mulliken_charge:R:1
V -14.854 11.572 2.386 0.449
Cl -18.744 17.711 1.230 -0.230
C -17.613 16.510 1.535 0.275
C -16.575 16.749 2.459 -0.563
C -15.656 15.806 2.782 -0.887
C -15.703 14.478 2.225 0.517
O -14.909 13.524 2.653 -0.313
C -16.783 14.282 1.337 0.375
C -16.946 13.021 0.726 -0.385
N -16.569 11.896 1.271 0.457
C -17.255 10.684 1.033 0.764
C -18.529 10.660 0.419 -0.798
C -19.157 9.437 0.120 -0.510
C -18.626 8.259 0.524 -1.108
C -17.460 8.260 1.350 0.320
C -16.862 7.109 1.824 -0.665
C -15.737 7.178 2.595 -0.806
C -15.140 8.415 2.813 -0.404
N -15.590 9.576 2.314 0.773
C -16.755 9.496 1.600 -0.119
C -17.671 15.302 0.907 -1.124
H -16.490 17.774 2.854 0.345
H -15.081 15.814 3.661 0.371
H -17.333 13.020 -0.285 0.640
H -18.931 11.652 0.117 0.552
H -20.053 9.372 -0.491 0.380
H -19.042 7.309 0.196 0.391
H -17.378 6.154 1.741 0.421
H -15.256 6.278 3.098 0.315
H -14.252 8.494 3.428 0.404
H -18.241 15.121 0.038 0.494
Br -13.175 11.249 4.546 -0.197
C -14.867 12.224 5.668 -0.591
Br -16.413 11.723 4.760 0.049
H -14.802 13.341 5.536 0.289
H -14.823 11.745 6.648 0.436
O -13.809 11.328 0.868 1.232
Si -12.633 11.438 -0.179 -2.162
C -12.854 12.711 -1.474 0.794
C -11.707 13.196 -2.158 -0.360
C -11.908 14.219 -3.095 -0.568
C -13.124 14.870 -3.258 -0.590
C -14.253 14.329 -2.687 -0.538
C -14.118 13.178 -1.861 -0.291
C -12.214 9.789 -0.852 0.644
C -13.252 8.743 -0.989 -0.218
C -12.996 7.511 -1.565 -0.692
C -11.740 7.318 -2.102 -0.299
C -10.738 8.281 -1.949 -0.851
C -11.025 9.588 -1.529 -0.315
C -11.128 12.011 0.775 0.711
C -11.059 13.397 1.093 -0.065
C -10.091 13.890 1.926 -0.612
C -9.106 13.011 2.429 -0.522
C -8.956 11.752 1.879 -0.651
C -10.009 11.218 1.114 -0.293
H -10.739 12.754 -1.986 0.276
H -11.066 14.553 -3.743 0.317
H -13.175 15.852 -3.752 0.350
H -15.253 14.727 -2.896 0.389
H -15.015 12.683 -1.594 0.385
H -14.204 8.944 -0.492 0.258
H -13.792 6.781 -1.698 0.407
H -11.492 6.394 -2.674 0.312
H -9.700 8.031 -2.147 0.365
H -10.260 10.376 -1.570 0.416
H -11.861 14.050 0.742 0.346
H -10.026 14.941 2.141 0.411
H -8.394 13.335 3.203 0.384
H -8.111 11.100 2.105 0.367
H -9.929 10.143 0.868 0.346
```

4.
C52H48FeO2P4 | the ωB97M-V functional and the def2-TZVPD basis

Output
- Frontier orbital gap (spin up / spin down): 8.04 / 8.21 eV
- Spin multiplicity: 5
- Total charge: +2
- Max |F|: 0.65 eV/Å

```
107
Properties=species:S:1:pos:R:3:mulliken_charge:R:1
Fe 0.579 -0.126 0.357 0.858
C 1.398 -3.776 -0.514 -1.372
C -0.049 -3.442 -0.136 -1.018
P -0.346 -2.257 1.246 0.667
C 0.335 -3.018 2.741 1.192
C 1.156 -2.291 3.598 -0.318
C 1.620 -2.860 4.775 -0.362
C 1.274 -4.165 5.095 -0.661
C 0.447 -4.896 4.249 -0.715
C -0.030 -4.321 3.083 -0.625
C -2.137 -2.322 1.523 0.882
C -3.016 -3.110 0.788 -0.364
C -4.377 -3.084 1.069 -0.778
C -4.868 -2.269 2.076 -0.631
C -3.995 -1.477 2.813 -0.725
C -2.639 -1.505 2.537 -0.682
C 2.241 -2.599 -1.028 -0.670
P 2.807 -1.615 0.415 1.097
C 3.427 -0.026 -0.216 -0.165
C 3.533 0.995 0.732 -0.124
C 4.001 2.252 0.368 -0.714
C 4.345 2.503 -0.951 -0.640
C 4.245 1.492 -1.901 -0.792
C 3.803 0.234 -1.535 -0.119
C 4.254 -2.495 1.056 0.600
C 4.088 -3.464 2.045 0.231
C 5.182 -4.189 2.494 -0.870
C 6.442 -3.941 1.970 -0.582
C 6.613 -2.970 0.991 -0.750
C 5.524 -2.249 0.531 -0.764
H 1.358 -4.546 -1.284 0.472
H 1.898 -4.245 0.339 0.302
H -0.556 -4.374 0.117 0.845
H -0.575 -3.022 -1.001 0.338
H 1.437 -1.274 3.347 -0.006
H 2.254 -2.286 5.439 0.461
H 1.639 -4.613 6.011 0.448
H 0.164 -5.909 4.508 0.462
H -0.702 -4.885 2.445 0.305
H -2.661 -3.759 -0.004 0.350
H -5.053 -3.711 0.499 0.470
H -5.928 -2.256 2.297 0.450
H -4.372 -0.849 3.611 0.482
H -1.959 -0.896 3.127 0.505
H 1.652 -1.950 -1.687 0.220
H 3.091 -2.971 -1.603 0.683
H 3.288 0.794 1.772 0.528
H 4.096 3.032 1.114 0.516
H 4.709 3.482 -1.239 0.444
H 4.526 1.688 -2.930 0.476
H 3.728 -0.548 -2.282 0.421
H 3.107 -3.650 2.468 0.098
H 5.051 -4.943 3.260 0.466
H 7.296 -4.502 2.326 0.407
H 7.599 -2.776 0.587 0.438
H 5.662 -1.489 -0.228 0.345
O 0.823 0.846 -1.367 0.636
P 0.146 2.098 -1.902 0.045
C -1.581 1.670 -2.292 -1.484
P -2.425 1.011 -0.805 0.192
O -1.411 0.257 0.037 0.318
C -3.714 -0.070 -1.403 0.699
C -5.049 0.116 -1.061 -0.449
C -6.015 -0.744 -1.565 -0.789
C -5.651 -1.783 -2.407 -0.632
C -4.314 -1.981 -2.742 -0.755
C -3.349 -1.128 -2.240 -0.470
C -3.142 2.383 0.081 0.986
C -2.914 2.493 1.449 -0.252
C -3.485 3.539 2.160 -0.813
C -4.285 4.466 1.506 -0.569
C -4.517 4.355 0.139 -0.972
C -3.946 3.317 -0.576 -0.581
C 0.957 2.662 -3.380 0.647
C 1.003 1.801 -4.478 -0.625
C 1.687 2.177 -5.620 -0.859
C 2.328 3.411 -5.668 -0.557
C 2.290 4.265 -4.575 -0.771
C 1.606 3.894 -3.426 -0.352
C 0.005 3.427 -0.707 0.789
C 0.552 3.296 0.564 -0.597
C 0.341 4.278 1.520 -1.002
C -0.424 5.392 1.208 -0.625
C -0.970 5.532 -0.062 -0.804
C -0.758 4.553 -1.018 -0.392
H -1.585 0.905 -3.072 0.958
H -2.116 2.540 -2.680 0.572
H -5.340 0.928 -0.404 0.428
H -7.055 -0.595 -1.302 0.464
H -6.409 -2.444 -2.808 0.431
H -4.033 -2.794 -3.398 0.467
H -2.306 -1.286 -2.502 0.069
H -2.294 1.760 1.952 0.362
H -3.311 3.626 3.225 0.472
H -4.736 5.277 2.064 0.443
H -5.147 5.076 -0.365 0.468
H -4.144 3.230 -1.639 0.459
H 0.516 0.832 -4.442 0.301
H 1.722 1.513 -6.474 0.457
H 2.860 3.706 -6.563 0.431
H 2.794 5.222 -4.615 0.466
H 1.589 4.558 -2.571 0.441
H 1.172 2.449 0.801 0.394
H 0.776 4.175 2.506 0.527
H -0.594 6.160 1.953 0.453
H -1.562 6.404 -0.306 0.471
H -1.191 4.673 -2.007 0.487
```

5.
C7H15NO | the ωB97M-V functional and the def2-TZVPD basis

Output
- SMILES: CNC(C)(C)[C@@H](C)C=O
- Frontier orbital gap: 9.72 eV
- Spin multiplicity: 1
- Energy above the lowest of the compared OMol25 structures with the same formula, charge and spin: 166.5 kJ/mol
- Total charge: 0
- Max |F|: 2.72 eV/Å

```
24
Properties=species:S:1:pos:R:3:mulliken_charge:R:1
C 2.064 1.638 0.210 -1.000
N 0.802 1.172 -0.352 -0.476
C 0.204 -0.069 0.212 1.719
C -0.280 0.047 1.659 -1.598
C 1.217 -1.208 0.089 -2.219
C -0.954 -0.241 -0.813 0.161
C -1.474 -1.653 -1.034 -1.564
C -2.052 0.745 -0.679 -0.215
O -1.972 1.854 -0.190 -0.523
H 2.294 2.605 -0.237 0.363
H 2.866 0.942 -0.034 0.300
H 2.032 1.776 1.300 0.317
H 0.115 1.913 -0.235 0.267
H -0.833 -0.850 1.934 0.381
H 0.570 0.163 2.332 0.426
H -0.929 0.911 1.787 0.363
H 1.587 -1.290 -0.931 0.427
H 2.067 -1.029 0.744 0.504
H 0.760 -2.152 0.372 0.476
H -0.258 0.315 -1.634 0.442
H -1.814 -2.094 -0.095 0.320
H -0.717 -2.308 -1.458 0.331
H -2.323 -1.639 -1.717 0.468
H -2.971 0.454 -1.229 0.330
```

6.
C3H2Cl2N2 | the ωB97M-V functional and the def2-TZVPD basis

Output
- Frontier orbital gap: 8.66 eV
- Spin multiplicity: 1
- Energy above the lowest of the compared OMol25 structures with the same formula, charge and spin: 626.6 kJ/mol
- Total charge: 0
- Max |F|: 4.25 eV/Å

```
9
Properties=species:S:1:pos:R:3:mulliken_charge:R:1
C -1.750 -0.396 -0.154 -0.613
C -0.544 -0.859 0.008 0.239
C 1.369 0.601 0.054 0.399
N 1.121 2.004 0.083 -0.162
N 1.458 1.494 1.146 -0.160
Cl 0.092 -2.385 0.185 -0.105
Cl 2.729 -0.176 -0.844 -0.167
H -2.504 -0.984 -0.467 0.360
H -1.972 0.701 -0.012 0.209
```

> Which value of total charge does entry 5 give?

0

> Number 1 is which compound?

C5H28O11S

> total charge of number 6 (C3H2Cl2N2)?

0